56
Properties=species:S:1:pos:R:3:forces:R:3 method="wB97M-V/def2-TZVPD" orbital_gap_ha=0.3198 de_lowest_kj_mol=3.2 lumo_ev=0.3564
Tl 0.150 -2.930 0.199 0.1 -0.1 -0.1
C 0.411 4.831 -0.528 0.0 0.0 0.0
C -0.049 3.505 -1.068 0.0 0.0 0.0
C -1.140 3.427 -1.935 0.0 0.0 0.0
C -1.583 2.209 -2.413 0.0 0.0 0.0
C -0.926 1.048 -2.025 0.0 0.0 0.0
C 0.158 1.098 -1.167 0.0 0.0 0.0
C 0.591 2.328 -0.694 0.0 0.0 0.0
S -1.469 -0.504 -2.666 -0.1 0.1 -0.1
O -0.664 -1.518 -2.021 0.1 0.0 -0.1
O -1.521 -0.462 -4.097 0.0 0.0 0.0
N -3.014 -0.575 -2.152 0.0 0.1 0.1
C -3.232 -0.941 -0.749 0.0 -0.1 0.0
C -3.474 -2.434 -0.529 0.0 -0.1 0.0
C -3.192 -2.715 0.951 0.2 0.2 -0.1
O -4.065 -2.498 1.784 -0.1 0.0 0.0
O -1.975 -3.034 1.209 -0.1 -0.1 0.2
H 0.084 5.652 -1.165 0.0 0.0 0.0
H 1.497 4.868 -0.449 0.0 0.0 0.0
H 0.002 5.003 0.470 0.0 0.0 0.0
H -1.645 4.336 -2.238 0.0 0.0 0.0
H -2.430 2.152 -3.085 0.0 0.0 0.0
H 0.645 0.186 -0.857 0.0 0.0 0.0
H 1.442 2.368 -0.024 0.0 0.0 0.0
H -3.618 -0.992 -2.847 0.0 0.0 0.0
H -4.060 -0.357 -0.346 0.0 0.0 -0.1
H -2.332 -0.639 -0.206 0.0 0.0 0.0
H -2.781 -3.005 -1.147 0.0 0.0 0.0
H -4.499 -2.697 -0.792 0.0 0.0 0.0
C 5.599 -1.782 -1.160 0.0 0.0 0.0
P 3.807 -2.059 -0.851 0.0 0.0 0.1
C 3.129 -1.294 -2.377 0.0 0.0 0.0
C 3.507 -0.682 0.336 0.0 0.0 0.0
H 5.810 -0.743 -1.427 0.0 0.0 0.0
H 5.934 -2.428 -1.973 0.0 0.0 0.0
H 6.173 -2.042 -0.270 0.0 0.0 0.0
H 3.524 -0.287 -2.538 0.0 0.0 0.0
H 2.040 -1.246 -2.324 0.0 0.0 0.0
H 3.384 -1.914 -3.238 0.0 0.0 0.0
H 3.865 0.274 -0.057 0.0 0.0 0.0
H 4.022 -0.891 1.275 0.0 0.0 0.0
H 2.442 -0.600 0.560 0.0 0.0 0.0
C -0.695 -1.689 3.817 0.0 0.0 0.0
P -0.543 -0.309 2.680 0.1 0.0 0.1
C 0.473 0.930 3.505 0.0 0.0 0.0
C -2.182 0.409 2.557 -0.1 0.0 0.0
O 0.077 -0.674 1.355 -0.1 0.0 0.1
H -1.110 -1.355 4.769 0.0 0.0 0.0
H 0.285 -2.136 3.989 0.0 0.0 0.0
H -1.366 -2.418 3.361 0.0 0.0 0.0
H 0.059 1.203 4.476 0.0 0.0 0.0
H 0.525 1.816 2.872 0.0 0.0 0.0
H 1.481 0.536 3.638 0.0 0.0 0.0
H -2.478 0.816 3.525 0.0 0.0 0.0
H -2.902 -0.360 2.273 0.0 0.0 0.0
H -2.173 1.210 1.817 0.0 0.0 0.0

=====

51
Properties=species:S:1:pos:R:3:forces:R:3 method="wB97M-V/def2-TZVPD" orbital_gap_ha=0.3788 smiles="O=C1CCCO1.C1CCOC1.C1CCOC1.C1CCOC1" lumo_ev=0.6357
C -0.976 1.408 -2.505 1.1 0.7 -0.9
C -1.435 0.058 -2.079 -0.9 -0.2 0.2
C -1.414 0.124 -0.566 1.8 1.0 -0.3
O -0.537 1.249 -0.249 0.6 1.0 0.3
C -0.039 1.949 -1.428 -1.9 -1.3 -0.3
H -1.836 2.066 -2.627 0.3 0.2 -0.3
H -0.344 1.327 -3.388 -0.7 0.3 -0.6
H -0.792 -0.688 -2.545 -0.4 -0.4 0.3
H -2.502 -0.011 -2.291 0.2 -0.8 -0.9
H -0.925 -0.755 -0.148 -0.5 -0.1 0.4
H -2.412 0.340 -0.185 0.2 -0.2 0.3
H 1.011 1.761 -1.656 0.1 -0.4 0.4
H -0.191 3.025 -1.512 0.1 0.2 1.3
C -7.700 -8.642 -5.268 -0.5 0.8 0.5
C -6.373 -7.969 -4.848 -0.1 -0.1 0.8
C -6.718 -6.507 -4.675 -0.2 -0.4 0.3
O -7.586 -6.292 -5.715 -2.6 0.5 -2.1
C -8.522 -7.429 -5.880 2.4 -0.5 0.0
H -8.254 -9.039 -4.417 0.1 0.0 0.2
H -7.537 -9.492 -5.931 0.0 0.3 -0.2
H -5.684 -8.100 -5.683 0.3 0.2 0.3
H -5.950 -8.247 -3.883 0.2 -0.9 -0.3
H -5.861 -5.834 -4.682 0.1 0.0 -0.6
H -7.249 -6.225 -3.766 0.0 -0.6 0.7
H -8.678 -7.546 -6.952 0.1 0.2 0.0
H -9.507 -7.336 -5.421 0.2 0.5 0.4
C 6.039 -1.145 2.971 -1.7 0.3 0.5
C 7.269 -1.254 2.147 1.6 -1.8 -1.1
C 7.539 0.079 1.463 -0.1 0.5 2.1
O 6.662 0.990 2.161 -1.8 0.4 -0.2
C 5.506 0.313 2.705 1.0 -1.7 0.0
H 6.166 -1.471 4.003 0.2 0.7 0.2
H 5.267 -1.829 2.620 0.0 -0.1 -0.2
H 7.193 -2.125 1.496 -0.4 0.3 -0.8
H 8.179 -1.597 2.639 -0.1 0.5 0.9
H 7.510 0.077 0.373 -0.5 0.2 0.0
H 8.470 0.487 1.856 0.5 -0.3 -0.9
H 4.648 0.209 2.041 0.3 0.3 -0.8
H 5.044 0.752 3.589 0.9 0.6 0.1
O 4.277 8.630 5.529 -0.9 -1.3 -0.1
C 3.144 8.229 5.352 1.9 0.9 -0.7
O 2.137 9.032 5.649 -1.8 0.2 0.8
C 0.846 8.410 5.372 1.3 0.4 -2.5
C 1.224 7.399 4.195 -1.5 -1.1 2.8
C 2.626 7.002 4.588 0.9 1.4 -0.7
H 0.261 9.171 4.856 -0.4 0.2 0.9
H 0.435 8.023 6.305 -0.1 -0.1 -0.3
H 1.030 7.778 3.192 0.5 0.3 0.3
H 0.606 6.509 4.318 -0.3 0.0 -0.3
H 3.195 7.011 3.658 0.6 -0.8 0.4
H 2.739 6.124 5.224 -0.1 -0.1 -0.4

=====

64
Properties=species:S:1:pos:R:3:forces:R:3 method="wB97M-V/def2-TZVPD" orbital_gap_ha=0.0635 de_lowest_kj_mol=129.5 lumo_ev=-4.1113
C 1.889 0.226 -2.177 -0.2 0.5 -0.1
C 1.016 1.268 -1.854 0.8 -0.1 -1.3
N -0.351 0.747 -1.489 0.7 1.1 1.9
C -1.375 1.787 -1.117 -0.4 -1.1 0.1
P -2.961 0.927 -0.848 0.2 1.4 0.7
O -3.256 0.838 0.640 -0.4 1.2 -3.2
O -2.894 -0.585 -1.325 0.1 0.4 -0.6
O -4.134 1.705 -1.515 0.1 -0.7 -0.4
H 2.295 -0.419 -1.387 -1.2 -1.0 -0.1
H 2.130 0.042 -3.209 1.4 0.6 0.1
H 1.220 2.342 -1.844 -0.6 0.3 -1.1
H -0.217 0.075 -0.706 -0.2 -0.4 -0.3
H -0.640 0.256 -2.323 0.0 -0.2 0.1
H -1.139 2.217 -0.144 0.2 0.6 -0.2
H -1.476 2.572 -1.868 0.3 0.2 0.1
H -2.735 -0.658 -2.283 -0.1 -0.5 0.1
H -4.148 1.603 -2.482 -0.3 0.5 0.0
F 2.953 1.769 -3.673 -0.3 -0.4 0.6
Ca -3.021 -0.041 2.289 1.0 -1.5 3.9
C -3.816 5.449 -1.427 0.0 -0.3 0.0
C -2.347 5.712 -0.999 -0.2 -0.1 0.0
O -1.751 4.742 -0.433 -0.1 -0.8 0.0
O -1.920 6.835 -1.249 0.1 0.1 0.1
H -4.136 4.433 -1.172 0.0 0.0 0.0
H -4.479 6.156 -0.926 0.0 0.1 -0.1
H -3.915 5.588 -2.506 0.0 0.1 0.0
O 3.747 4.837 -3.171 2.5 0.2 1.4
S 2.515 5.207 -2.338 -2.2 -0.5 -0.3
O 2.064 4.024 -1.608 0.6 -0.1 0.5
O 1.490 5.764 -3.178 0.5 0.2 -0.1
O 3.022 6.238 -1.336 2.5 -0.5 0.6
Mg 5.099 5.083 -1.483 -4.2 0.6 -2.0
C 1.299 -2.246 5.003 -0.5 -0.2 0.0
C 1.267 -1.227 3.884 0.6 -0.1 0.5
C 2.585 -0.494 3.754 -0.1 0.3 -0.5
O 0.203 -0.272 4.128 -0.9 0.1 -0.6
H 1.491 -1.761 5.962 0.2 0.0 0.0
H 0.332 -2.756 5.086 0.0 0.0 -0.1
H 2.080 -2.986 4.836 0.2 0.1 0.1
H 1.029 -1.726 2.940 -0.2 0.1 0.0
H 2.818 0.046 4.673 0.1 -0.2 0.1
H 2.535 0.244 2.947 -0.1 0.0 0.0
H 3.399 -1.186 3.554 0.0 0.0 0.2
H 0.397 0.179 4.958 0.1 0.0 0.0
C -2.081 -4.494 -4.053 0.1 0.0 0.0
C -2.556 -5.057 -5.227 0.0 0.0 0.0
C -3.595 -4.450 -5.920 0.0 0.0 0.0
C -4.155 -3.274 -5.445 -0.1 0.0 0.0
C -3.678 -2.709 -4.271 0.1 0.0 0.1
C -2.644 -3.320 -3.575 0.0 0.1 0.0
H -1.273 -4.968 -3.512 0.0 0.0 0.0
H -2.116 -5.971 -5.604 0.0 0.0 0.0
H -3.968 -4.894 -6.833 0.0 0.0 0.0
H -4.961 -2.800 -5.987 0.0 0.0 0.0
H -4.119 -1.788 -3.901 -0.1 0.0 0.0
H -2.273 -2.883 -2.654 0.0 -0.1 0.0
C 4.971 -3.979 6.974 0.3 0.2 0.5
C 4.836 -2.478 6.609 -0.2 -1.4 0.3
O 4.278 -2.342 5.393 0.1 0.7 0.0
H 5.605 -4.501 6.256 -0.1 0.1 -0.1
H 5.427 -4.091 7.967 0.0 -0.1 0.0
H 3.995 -4.466 6.999 -0.1 0.1 -0.1
H 5.862 -2.060 6.734 0.0 0.2 -0.3
H 4.279 -2.024 7.466 -0.2 0.3 -0.2

=====

51
Properties=species:S:1:pos:R:3:forces:R:3 method="wB97M-V/def2-TZVPD" orbital_gap_ha="0.2110 / 0.2172" charge=+2 lumo_ev="-8.0347 / -7.8657"
P -1.924 1.119 -1.286 -0.1 -1.2 1.9
P -1.831 0.027 2.021 2.0 -0.2 -0.9
C -0.406 0.544 -0.398 -0.1 1.0 -0.6
C -0.629 -0.465 0.713 -0.7 -0.6 0.5
H 0.079 1.457 -0.014 0.0 -0.3 -0.2
H 0.212 0.144 -1.200 0.6 -0.2 0.2
H -1.002 -1.422 0.313 0.3 0.1 0.1
H 0.277 -0.664 1.282 0.5 -0.2 -0.3
C -1.059 1.146 3.094 0.7 1.1 1.5
H -1.742 1.405 3.925 0.4 -0.2 -0.2
H -0.734 2.095 2.633 0.0 -0.5 0.0
H -0.193 0.614 3.487 0.3 0.4 0.3
C -2.419 -1.336 2.836 -0.8 -2.4 1.6
H -1.542 -1.836 3.241 -0.2 -0.6 0.4
H -2.983 -2.037 2.194 0.4 0.3 0.2
H -3.088 -1.036 3.659 0.3 -0.1 -0.2
C -1.620 2.593 -2.061 1.0 2.3 -1.7
H -2.469 2.946 -2.672 0.3 -0.3 0.2
H -0.773 2.366 -2.705 0.2 0.7 -0.5
H -1.334 3.404 -1.369 -0.1 -0.4 -0.2
C -2.407 -0.118 -2.399 -0.4 -1.2 -1.5
H -2.703 -1.079 -1.939 0.3 0.4 -0.1
H -1.546 -0.275 -3.052 -0.2 -0.4 -0.4
H -3.266 0.236 -2.999 0.4 -0.1 0.1
Ce -3.599 1.234 0.734 -0.2 0.6 -0.5
C 3.062 -2.313 0.825 -0.9 -0.8 0.4
C 3.302 -1.136 1.383 -0.3 0.5 0.8
C 4.233 -0.040 0.964 0.1 0.4 -0.3
C 4.714 -0.064 -0.507 0.9 0.3 0.4
C 3.597 -0.004 -1.499 -0.3 1.3 -0.2
C 2.850 -0.986 -1.980 -0.7 -0.1 -0.6
C 2.900 -2.458 -1.709 -0.1 -0.4 0.3
C 3.637 -2.902 -0.423 0.3 -0.8 -0.6
C -5.015 2.437 -0.614 -3.3 -2.0 0.4
H 2.311 -2.966 1.333 0.6 0.5 -0.3
H 2.761 -0.907 2.324 0.3 -0.2 -0.5
H 5.113 -0.017 1.628 -0.3 -0.1 -0.2
H 3.716 0.924 1.139 0.2 -0.3 0.0
H 5.369 0.829 -0.648 -0.5 -0.7 0.1
H 5.365 -0.933 -0.670 -0.2 0.4 0.0
H 3.362 1.028 -1.856 0.2 -0.9 0.2
H 2.072 -0.708 -2.721 0.5 -0.1 0.4
H 3.337 -2.987 -2.573 -0.1 0.2 0.2
H 1.855 -2.823 -1.648 0.3 0.1 0.0
H 3.550 -4.014 -0.368 0.1 0.8 0.0
H 4.711 -2.696 -0.521 -0.4 -0.1 0.1
H -6.111 1.860 -0.391 2.9 2.1 -2.9
H -4.805 2.265 -1.588 1.7 -0.3 -3.4
H -4.978 3.410 -0.219 -0.3 1.6 -0.3
N -6.686 2.289 1.202 5.2 -2.6 2.5
C -5.519 1.848 1.101 -10.9 3.1 3.9

=====

| no. | strongest force on any atom (eV/Å) |
| --- | --- |
| 1 | 0.3 |
| 2 | 3.4 |
| 3 | 4.7 |
| 4 | 12.0 |